{"formula": "C2H3NS", "method": "ωB97M-V with the def2-TZVPD basis set", "charge": 0, "homo_energy_ev": -8.02, "total_energy_ha": -530.75918, "lumo_ev": 0.293, "elements": ["C", "C", "N", "S", "H", "H", "H"], "positions_angstrom": [[-0.4334, 0.9371, 0.3565], [-2.3115, -0.4002, 2.0862], [-0.0677, -0.0938, -0.2972], [-2.5313, 0.6580, 1.0157], [0.2628, 1.1499, 1.1526], [-0.6798, -0.4724, -0.9879], [0.7118, -0.6225, 0.1690]]}



{"formula": "C13H8F3N3O2", "method": "ωB97M-V with the def2-TZVPD basis set", "charge": 0, "smiles": "Cc1noc(NC(=O)c2ccccc2C(F)(F)F)c1C#N", "homo_energy_ev": -9.48, "total_energy_ha": -1114.53202, "lumo_ev": 0.107, "elements": ["C", "C", "N", "O", "C", "N", "C", "O", "C", "C", "C", "C", "C", "C", "C", "F", "F", "F", "C", "C", "N", "H", "H", "H", "H", "H", "H", "H", "H"], "positions_angstrom": [[-5.4020, -0.8357, -0.3116], [-3.9727, -0.8427, 0.0704], [-3.4677, -1.7043, 0.9041], [-2.1375, -1.4436, 1.0413], [-1.8200, -0.4051, 0.2779], [-0.5433, 0.0885, 0.2227], [0.5594, -0.4723, 0.8480], [0.5095, -1.4324, 1.5621], [1.8121, 0.3010, 0.5555], [1.9504, 1.5971, 1.0374], [3.1325, 2.2913, 0.8444], [4.1836, 1.7004, 0.1636], [4.0543, 0.4150, -0.3337], [2.8717, -0.2838, -0.1373], [2.7160, -1.6728, -0.6997], [3.5978, -1.9211, -1.6817], [1.4973, -1.8586, -1.2433], [2.8897, -2.6333, 0.2125], [-2.9483, 0.0490, -0.3848], [-3.0386, 1.1259, -1.2692], [-3.0995, 2.0188, -1.9874], [-5.5015, -0.9774, -1.3869], [-5.8534, 0.1221, -0.0566], [-5.9188, -1.6346, 0.2110], [-0.4074, 0.8698, -0.4054], [1.1347, 2.0514, 1.5798], [3.2317, 3.2951, 1.2278], [5.1058, 2.2398, 0.0153], [4.8642, -0.0472, -0.8764]]}



{"formula": "C8H16N2O2", "method": "ωB97M-V with the def2-TZVPD basis set", "spin_multiplicity": 3, "charge": 0, "homo_energy_ev": [-5.06, -10.21], "total_energy_ha": -574.18707, "lumo_ev": [0.931, -2.307], "elements": ["C", "C", "C", "C", "C", "C", "C", "C", "N", "N", "O", "O", "H", "H", "H", "H", "H", "H", "H", "H", "H", "H", "H", "H", "H", "H", "H", "H"], "positions_angstrom": [[2.5468, 0.2183, 0.1172], [-1.2416, 0.4773, -0.1546], [1.5162, -1.8486, -0.3142], [-3.6922, -0.1208, -0.3371], [2.8081, -1.1579, -0.5444], [-2.3118, -0.4316, 0.3760], [1.5534, 2.2565, 0.3256], [0.0475, 2.4281, -0.0197], [1.9452, 1.1491, -0.5089], [-0.6969, 1.3082, 0.5854], [1.7283, 2.1428, 1.7622], [0.0055, 2.6408, -1.3536], [2.9484, 0.1944, 1.1693], [-1.0322, 0.3542, -1.2140], [0.6796, -1.5020, -0.7976], [1.5707, -2.9020, -0.4806], [1.1759, -1.6981, 0.7311], [-4.1694, 0.7438, 0.1295], [-3.4337, 0.1792, -1.3765], [-4.4420, -0.9320, -0.3115], [3.6485, -1.6341, -0.0441], [3.0921, -1.0263, -1.5729], [-2.0804, -1.4588, 0.0991], [-2.3639, -0.4085, 1.4678], [2.1373, 3.1862, 0.0326], [-0.3221, 3.4126, 0.5045], [1.2622, 1.4368, 2.1209], [0.7488, 2.0986, -1.7000]]}



{"formula": "C10H16Br4O6", "method": "ωB97M-V with the def2-TZVPD basis set", "charge": 0, "smiles": "O=C1OCCO1.O=C1OCCO1.BrCCBr.BrCCBr", "homo_energy_ev": -9.61, "total_energy_ha": -11138.11167, "lumo_ev": 0.395, "elements": ["O", "C", "O", "C", "C", "O", "H", "H", "H", "H", "O", "C", "O", "C", "C", "O", "H", "H", "H", "H", "Br", "C", "C", "Br", "H", "H", "H", "H", "Br", "C", "C", "Br", "H", "H", "H", "H"], "positions_angstrom": [[-0.5368, -1.8147, -3.9964], [-1.4825, -2.4827, -3.7610], [-1.6581, -3.7151, -4.2149], [-2.8161, -4.3410, -3.6602], [-3.3576, -3.2417, -2.7301], [-2.4518, -2.1635, -2.8683], [-3.5358, -4.6899, -4.3956], [-2.3928, -5.2156, -3.1562], [-3.5791, -3.4526, -1.6843], [-4.3496, -2.9750, -3.1179], [-0.5584, 4.3922, 2.2110], [0.0468, 3.5291, 2.7641], [0.8581, 3.6819, 3.8254], [1.3872, 2.4076, 4.1976], [0.9765, 1.4539, 3.0410], [0.0102, 2.2581, 2.3615], [2.4493, 2.5908, 4.3417], [0.9703, 2.0361, 5.1353], [0.5855, 0.5206, 3.4145], [1.8435, 1.3635, 2.3889], [0.0871, -1.9451, 1.7954], [1.0046, -1.9849, 0.0711], [0.6589, -3.2215, -0.7322], [1.3206, -4.8292, 0.2226], [2.0825, -1.9320, 0.1945], [0.7013, -1.0580, -0.4079], [1.3307, -3.2178, -1.5911], [-0.3482, -3.3168, -1.1189], [1.5083, 1.7229, -0.7252], [1.8549, 3.3863, 0.2340], [0.7323, 4.3867, 0.1613], [1.3973, 6.0446, 1.0436], [2.7001, 3.8306, -0.2879], [2.1776, 3.1432, 1.2405], [-0.1921, 4.1005, 0.6517], [0.5752, 4.7487, -0.8478]]}